ORCA calculation (ωB97M-V/def2-TZVPD) on a molecular structure, C19H17KN5S.

```
! wB97M-V def2-TZVPD RIJCOSX def2/J DEFGRID3
* xyz 1 1
C -3.19 -0.22 4.15
H -3.50 4.30 -0.26
H -3.83 -2.69 2.11
K -0.14 0.02 -0.16
H -3.14 -0.73 5.10
H -3.17 -2.82 3.76
H 4.30 -1.05 3.22
C -3.05 -2.36 2.78
C 1.06 2.76 3.68
N 1.98 -1.18 0.80
H 0.66 3.67 4.10
N 1.07 1.11 1.96
N -3.12 -0.91 2.94
C -3.30 1.08 3.86
S -3.22 -0.40 0.25
C 2.64 0.97 3.75
N -3.31 1.17 2.48
N -0.83 2.40 0.53
H -2.09 -2.65 2.36
C 2.64 -0.75 1.89
C -0.57 2.87 1.75
H 5.12 -3.04 2.04
H -1.09 4.31 3.28
H 2.52 2.51 5.23
C 3.56 -2.97 0.56
C 3.77 -1.40 2.35
H 1.88 -2.58 -0.71
H -3.39 1.94 4.51
H 3.89 -3.84 0.01
C 2.44 -2.26 0.16
C 2.10 0.49 2.56
C -2.67 3.92 0.33
C -2.38 4.44 1.58
C 0.57 2.22 2.50
C -1.85 2.92 -0.16
C -1.32 3.91 2.30
H -2.98 5.24 2.00
H 3.46 0.46 4.24
C 4.23 -2.52 1.68
H -2.02 2.52 -1.15
C 2.11 2.11 4.31
H -3.41 2.01 1.94
C -3.22 -0.05 1.90
*
```

The calculation puts the highest occupied orbital energy at -10.52 eV. The calculation puts the LUMO energy at -2.889 eV. Its max |F| is 0.71 eV/A. The energy above the lowest of the compared OMol25 structures with the same formula, charge and spin is 1.2 kcal per mole.